A cluster of 10 separate species, C63H151N16O10P3 in total in a non-equilibrium geometry. Source: the OMol25 dataset; level of theory: wB97M-V/def2-TZVPD.

Calculated values
LUMO level: 0.196 eV
E: -139958.0831 eV
SMILES: CN(C)P(=O)(N(C)C)N(C)C.CN(C)P(=O)(N(C)C)N(C)C.CN(C)P(=O)(N(C)C)N(C)C.CC1(C)CCCC(C)(C)N1O.CC1(C)CCCC(C)(C)N1O.CC1(C)CCCC(C)(C)N1O.CC1(C)CCCC(C)(C)N1O.CN(C)C=O.CN(C)C=O.CN(C)C=O
F_max: 0.0641 Eh/bohr

The geometry in ORCA input format:
```
! RIJCOSX wB97M-V def2-TZVPD def2/J DEFGRID3
* xyz 0 1
H -5.2803 -1.6778 3.5914
H 4.8753 -0.4192 5.0163
H -2.2010 3.6030 3.5928
C 3.2015 1.2313 -6.9199
N 1.8990 -5.6546 0.6210
H 8.8698 1.2830 0.2334
H 0.3176 1.8717 -2.9429
O -3.0207 -0.0182 -4.6097
H -8.4969 2.8657 2.2683
C 8.8338 0.4040 0.8747
H 1.7502 -1.6990 1.7500
H 9.1250 -2.9189 1.4411
H 4.8012 3.6804 -8.4050
H 0.5666 -4.5860 -0.5156
H 7.0997 -0.5368 -1.0033
H 5.7680 0.0890 -5.9201
C -8.1314 -2.3109 0.2778
H 2.8878 2.7591 -9.4129
C -6.1641 1.0812 2.7819
H 2.8134 1.8107 -0.4210
H -4.4951 3.6554 -0.7805
H -1.0017 -1.2393 -1.6252
N -5.8428 3.3270 1.8160
C -0.4770 1.5715 -0.1872
H -2.5780 5.6875 2.5606
C 5.7415 0.9634 3.1060
H -1.4734 -5.6997 3.1198
H -1.0317 5.3954 1.5000
H -0.4968 2.0038 5.2452
C -1.2584 6.8577 4.5578
H -6.2413 0.4557 0.2074
H -1.0578 -5.2795 4.7861
C -4.5026 -2.7887 -6.3355
N -6.6732 -2.7522 -2.3040
H -1.3772 1.1322 0.2577
C -2.6783 -2.8218 -4.8139
H 2.5888 1.3877 -10.3871
C 0.3087 -2.3714 4.6818
H -3.0061 2.9759 -0.0497
C 1.7715 6.0439 4.3786
C 9.1175 -2.9975 2.5320
C 0.4259 2.5681 5.1340
H 2.1695 4.0106 4.0782
H -8.3226 2.7258 0.5412
H -5.1357 5.4286 0.4142
H -2.8516 -0.6149 6.5081
H 9.3246 0.6435 1.8191
C -1.8821 -5.3932 4.0785
H -6.0387 -4.7173 1.4383
C -6.5002 -1.3320 -2.5494
H 1.3135 2.2131 5.6586
H 2.4466 -0.6881 -6.3266
H -6.9825 -0.7539 -1.7601
N -3.6818 -1.8634 4.9978
C 6.6197 0.6160 -8.6353
C 0.9816 1.4269 -2.1959
H 3.1351 -3.1087 -5.4682
H 5.7725 -0.5595 -0.0193
H 1.6396 0.7999 -2.8038
C 5.4041 1.4922 -8.3045
H 2.7955 3.5189 -7.1826
H 3.1020 -1.5934 0.7139
H 5.0220 -2.6749 -6.2929
H -6.6543 1.7964 -0.6398
C 1.7319 -6.9133 1.0549
N 6.2823 -0.3560 3.4212
H -1.1693 0.1345 5.4624
H -5.6747 -2.4573 5.1136
H 4.2554 -0.8271 -2.7679
C -4.8790 -2.3416 4.3623
H 4.9951 1.5859 -10.4456
H -5.7003 1.6118 3.6103
C -7.0493 -4.3048 1.3864
H -2.1170 -3.4256 -5.5202
N -0.6384 4.4873 4.1051
C 5.4808 -2.0737 -5.4884
H 9.9109 -0.4296 3.4386
C 0.7808 -4.7421 0.5444
N 4.6405 -2.0717 -4.4343
P 7.0655 -1.2968 2.2758
C -6.0678 1.5391 0.2435
H -0.8752 2.3977 -0.7839
H 2.3067 4.5937 5.7950
H 3.5878 -4.4603 1.1097
H 4.6624 0.8293 2.9405
N 4.6516 0.9630 -7.1529
H -3.9376 0.9852 0.6237
H 0.8359 -1.9310 3.8352
H 0.8622 7.2192 2.7981
C 1.7243 4.6127 4.8737
N -1.0601 -1.8545 4.7218
H 1.6482 6.7847 5.1774
C 2.5214 0.3139 -5.9013
H -0.9894 4.0486 6.9418
C -3.4281 -3.9457 -0.5569
H -4.7677 -3.3400 3.9484
H -1.7586 7.6260 3.9673
H 6.4157 -0.4008 -8.9667
H -2.0257 -0.0775 3.9747
H 5.9386 -0.9099 -3.2662
H -4.3264 0.0877 5.7958
N 8.4271 -1.8076 3.0284
H -7.6454 -5.1660 1.0825
H -5.3812 -1.2932 0.3183
H 4.8986 -1.7844 3.9902
N -4.6041 -3.1258 -0.6553
C 0.1836 0.5743 -1.1388
H -8.1870 -3.0320 -3.6916
H -1.9156 -3.6193 1.8730
H 0.8325 -2.1226 5.6098
C 0.4371 2.1806 0.9028
H 3.1099 -0.6934 2.3475
H -0.7658 -0.0616 -2.9621
N -3.6480 -1.9777 -5.4837
H -2.6319 -6.0298 4.5466
H 5.8372 1.7483 3.8560
N -7.0663 -3.2970 0.3040
H 0.6582 2.2148 4.1163
P -2.3115 -2.8981 5.1863
H 3.1471 -4.4854 -0.5398
C 0.2933 4.0783 5.1558
C 3.4071 -2.8315 -4.4514
H 1.5300 0.6771 -5.6463
H -1.8766 0.2469 -1.6948
C 6.7089 -0.0024 -0.1247
O 1.7773 -1.1527 -1.3894
C 3.0361 1.6733 -9.4311
H -3.1610 -3.4181 -4.0308
H -0.1423 2.7655 1.6195
H -3.6755 -3.8248 2.2235
H 2.1912 2.6247 -5.7935
N 1.0823 -0.3747 -0.4519
H 3.5028 -3.7084 -3.8081
H -7.7336 -1.3010 0.4072
H -3.4897 -4.6246 0.2981
H 9.4743 -0.3606 0.4085
H -8.5349 1.2738 1.4999
H 6.0778 1.3099 2.1321
C 3.2562 -5.1426 0.3278
C 3.1686 0.9684 0.1697
H 1.4535 1.5338 -8.1438
O -6.2935 4.0342 2.9474
H -5.5490 0.2340 2.4756
H 6.1976 -1.5696 5.2018
H 3.7905 0.4839 -0.5924
H 3.8945 -5.9776 0.0648
H -3.5533 3.7653 3.3950
H 1.1478 5.7061 2.2772
H 7.0293 1.0575 -9.5523
H 0.4697 0.4855 2.2376
C 0.8188 6.1975 3.1983
O -1.9535 4.0436 4.4140
H -2.7245 -2.4239 2.6375
H 0.7403 4.4568 7.2532
H -2.3782 3.4025 2.1231
H 1.3755 -2.0279 -1.3603
H -8.8958 -2.5357 1.0219
H 1.7683 1.6078 2.2771
C 1.1654 1.0132 1.5794
H 3.1741 0.2189 -5.0294
H -6.8830 -0.9647 -3.5020
H -5.8100 3.5981 3.6697
C 2.4137 1.0162 -8.2027
C -6.5306 2.0548 1.6057
H 2.3556 -0.0417 -8.4691
H -5.1852 -3.4640 -5.8120
C -3.4067 3.2428 2.4464
H -0.0778 -4.9593 1.1732
O 6.2732 -2.3288 1.6068
H 6.2241 3.3109 -9.0596
H 0.3375 -3.4571 4.5865
H 2.8013 6.3338 4.1377
C -2.7082 -3.5206 2.6228
H -7.1788 -4.5231 -3.5146
O -2.3042 -3.5442 6.5111
H -4.3802 -1.3511 6.8185
H 8.6380 -3.9136 2.8660
H 2.6562 -7.5076 1.0344
H 3.9061 2.9674 -5.8553
O 5.3914 0.9913 -5.9546
H 6.4975 1.0282 -0.4154
H 1.0681 2.8969 0.3738
H -5.2268 -2.1278 -6.8243
H -3.9437 -3.3694 -7.0657
C -1.1518 -0.4334 4.5216
C -4.3769 5.1852 1.1597
H 5.2516 -2.1815 -2.3665
C 5.6261 2.9993 -8.1905
H 6.1033 3.2306 -7.2399
H -0.5665 7.3411 5.2502
H -3.8200 -1.8225 0.8868
C 4.4916 1.2474 -9.5386
H -0.2474 -0.0090 4.0810
H -8.6893 -2.3103 -0.6634
C 2.5624 -1.0177 1.4708
H -3.3633 5.4775 0.8897
C -4.4976 3.6523 1.3990
C -0.8913 -0.1865 -1.8863
H 4.3752 0.1613 -9.6380
N -2.4203 -4.0250 3.9448
H -2.0549 -2.1909 -4.1742
O 0.7175 -7.3717 1.5481
H -6.5448 -3.1443 -4.3361
C -3.8268 -0.6681 -5.2538
C 3.0406 2.7351 -6.4741
H -4.6516 5.8109 2.0137
H -3.5704 2.1722 2.5984
C -4.5729 1.6225 -0.0011
O 6.5642 -1.5092 -5.5273
H 1.0413 -3.7510 0.9370
H -0.3105 5.6373 6.5573
H -2.0381 6.4358 5.1926
C -4.0888 3.0714 0.0438
C 5.0201 -1.4882 -3.1847
H -7.2961 -3.8058 2.3185
N 7.5258 -0.1998 1.0486
H -5.4534 -1.0167 -2.6373
C 9.1421 -0.9422 4.0164
C -3.8047 -0.8385 6.0352
H -1.4863 6.9255 1.9448
H 8.4448 -0.2400 4.4565
C -7.1906 -3.4379 -3.5033
C -1.5403 5.9007 2.3271
C -8.0507 2.2530 1.4853
O -6.1992 -5.1562 -1.3412
C -0.6296 5.8570 3.5783
H -4.7373 -0.2436 -5.6996
H -4.0852 -1.1268 -0.7258
H 1.6122 2.2461 -1.8542
P -6.1707 -3.7064 -1.0405
H 10.1813 -2.9702 2.7690
H -7.0855 0.6280 3.1560
C -4.4806 -1.8268 0.0198
H 7.4300 0.6149 -7.9068
H 2.5537 -2.2568 -4.0864
H -2.5133 -3.3818 -0.7326
H 3.8453 1.2762 0.9629
C 1.9377 0.1147 0.6072
C 5.5697 -1.0590 4.4704
H 9.6135 -1.5921 4.7502
C -0.1060 4.5683 6.5754
H -3.5065 -4.6922 -1.3603
H -4.2907 1.1979 -0.9729
*
```

Mulliken population analysis, charges in e, atoms 1 to 99: H -0.171; H 0.442; H -0.109; C 1.836; N 0.308; H 0.342; H 0.647; O -0.532; H 0.423; C -1.046; H -0.939; H 0.346; H 0.297; H 0.252; H 0.678; H 0.212; C -1.244; H 0.312; C -0.863; H 0.393; H 0.509; H -0.065; N 0.279; C -1.074; H 0.611; C -0.783; H 0.428; H 0.409; H 0.474; C -1.945; H -0.852; H 0.343; C -0.872; N 0.432; H 0.020; C -0.588; H 0.424; C -0.421; H -0.007; C -0.903; C -1.109; C -2.605; H 0.130; H 0.420; H 0.587; H 0.412; H 0.233; C -1.177; H 0.227; C -0.678; H 0.447; H 0.311; H 0.218; N 0.724; C -1.942; C -2.619; H 0.413; H -0.272; H 0.319; C 1.659; H 0.234; H 0.448; H 0.305; H 0.678; C 0.002; N 0.616; H 0.894; H 0.344; H 0.067; C -0.829; H 0.514; H -0.021; C -1.104; H 0.360; N 1.165; C 0.057; H 0.418; C 0.171; N 0.435; P 0.119; C -0.943; H 0.724; H 0.559; H 0.385; H 0.061; N 0.660; H -0.500; H -0.144; H 0.417; C -0.912; N 0.375; H 0.370; C -2.102; H 0.273; C -1.243; H 0.423; H 0.409; H 0.383; H 0.364